<w>
Molecular formula: C5H10N2O4
Method: DFT, the ωB97M-V functional and the def2-TZVPD basis

**Kohn-Sham gap**: 0.332 hartree

Geometry as ORCA input:
```
! wB97M-V def2-TZVPD RIJCOSX def2/J DEFGRID3
* xyz 0 1
C -1.96058 1.14953 0.79516
C -0.78468 0.12601 0.68722
C 0.84914 -0.67085 -0.75868
C 1.18223 -2.14118 0.02352
C 1.97878 0.36390 -0.27649
H -3.85891 1.04462 -0.25660
H -2.45985 2.49756 -1.03720
H -1.72177 2.15910 1.07223
H -2.39548 0.92094 1.75069
H -1.08871 0.63146 -1.30122
H 1.01298 -0.96699 -1.78692
H 2.00364 0.77372 0.80706
H 1.76650 1.35160 -0.71909
H 3.43023 -0.87294 -0.00096
H -0.45400 -2.03470 0.13339
N -2.70900 1.26500 -0.34101
N -0.46456 -0.13441 -0.74846
O -0.13729 -0.16816 1.65671
O 2.35772 -2.35177 0.18361
O 3.36361 -0.14400 -0.52903
O 0.09002 -2.79844 0.64606
*
```



<x>
Molecular formula: C5H10N2O4
Method: DFT, the ωB97M-V functional and the def2-TZVPD basis

**Kohn-Sham gap**: 0.328 hartree

Geometry as ORCA input:
```
! wB97M-V def2-TZVPD RIJCOSX def2/J DEFGRID3
* xyz 0 1
C -2.20438 -0.53214 0.18967
C 1.04274 -1.19618 -1.33524
C 1.88159 0.45976 0.55551
C -1.44630 0.37427 1.04722
C 0.96672 0.06956 -0.59131
N 0.27914 1.05949 -1.00948
N -2.00747 1.48114 1.41907
O -3.38349 -0.04616 -0.24207
O -1.76268 -1.59757 -0.15414
O -0.56807 0.79009 -2.21407
O -0.02244 2.14166 -0.46364
H 1.65106 -0.90296 -2.32150
H -0.06721 -1.45700 -1.63704
H 1.57364 -2.04829 -1.04032
H 1.92734 -0.21421 1.49126
H 1.53195 1.45438 0.75554
H 2.96660 0.48331 0.37732
H -0.46508 0.06878 1.39586
H -1.39872 1.21441 -2.04010
H -3.82772 0.76500 0.22627
H -1.38228 1.95712 2.01165
*
```



<x> is preferred energetically. Next in line: 0.668 eV higher.



<w>
Molecular formula: C2H5BO
Method: DFT, the ωB97M-V functional and the def2-TZVPD basis

**Kohn-Sham gap**: 0.372 hartree

Geometry as ORCA input:
```
! wB97M-V def2-TZVPD RIJCOSX def2/J DEFGRID3
* xyz 0 1
B 1.09558 -0.67303 -0.33347
C -1.31023 0.17946 0.58336
C 0.25625 0.60096 -0.06414
O -2.14343 -0.05561 -0.20313
H 2.17798 -0.86769 -0.01532
H 0.67946 -1.66668 -0.90775
H -1.50647 0.26718 1.67913
H 0.83332 1.44828 0.31389
H -0.08247 0.76712 -1.05257
*
```



<x>
Molecular formula: C2H5BO
Method: DFT, the ωB97M-V functional and the def2-TZVPD basis

**Kohn-Sham gap**: 0.361 hartree

Geometry as ORCA input:
```
! wB97M-V def2-TZVPD RIJCOSX def2/J DEFGRID3
* xyz 0 1
B 0.47328 0.19344 1.31864
C 0.23931 -0.31581 -1.29635
C -0.37727 0.24284 0.00721
O 0.06320 0.07156 -2.40484
H 0.08304 1.11612 1.88563
H -1.31724 -0.35982 0.42302
H 0.57632 -1.26804 -0.92307
H -0.84595 1.10563 -0.20157
H 1.10532 -0.78591 1.19131
*
```



<y>
Molecular formula: C2H5BO
Method: DFT, the ωB97M-V functional and the def2-TZVPD basis

**Kohn-Sham gap**: 0.348 hartree

Geometry as ORCA input:
```
! wB97M-V def2-TZVPD RIJCOSX def2/J DEFGRID3
* xyz 0 1
B -0.74268 0.03510 0.36481
C 1.87342 0.37253 0.00450
C 0.67855 -0.47265 0.09790
O 3.00450 -0.03954 0.08222
H -1.60127 -0.73973 0.52807
H -0.94228 1.17926 0.49007
H 1.66689 1.45348 -0.11555
H 0.91497 -1.53208 0.10760
H -0.03932 -0.31695 -1.48893
*
```



<w> is preferred energetically. Next in line: 0.505 eV higher.



<w>
Molecular formula: C5H9N6
Method: DFT, the ωB97M-V functional and the def2-TZVPD basis

**Kohn-Sham gap**: 0.323 hartree

Geometry as ORCA input:
```
! wB97M-V def2-TZVPD RIJCOSX def2/J DEFGRID3
* xyz 1 1
C -2.13088 -1.35381 -0.12479
C -1.76362 0.78069 0.17809
C -0.59194 0.12442 0.15706
C 0.28866 -2.01544 -0.04021
C 1.80094 0.48911 -1.08471
N -2.70041 -0.21166 0.01143
N 1.37477 -1.38621 0.18403
N -0.83525 -1.23556 -0.03094
N -2.11077 2.06470 0.06363
N 1.76045 0.65189 1.25137
N 1.21204 0.00913 0.21522
H -2.55812 -2.41352 -0.19092
H 0.26422 -3.10805 -0.04324
H 2.82511 0.29165 -1.26463
H 1.34569 -0.12357 -1.85574
H 1.97277 1.58570 -1.08110
H -1.46310 2.76228 0.33567
H -3.13700 2.19238 0.16696
H 2.80298 0.62891 1.04361
H 1.64348 0.26698 2.10922
*
```



<x>
Molecular formula: C5H9N6
Method: DFT, the ωB97M-V functional and the def2-TZVPD basis

**Kohn-Sham gap**: 0.361 hartree

Geometry as ORCA input:
```
! wB97M-V def2-TZVPD RIJCOSX def2/J DEFGRID3
* xyz 1 1
C -1.97299 0.38936 -0.61774
C 2.01929 0.76310 0.64671
C -0.15478 0.31588 0.74409
C -1.44804 -0.08290 1.47965
C 0.65011 -0.89233 0.12905
N -2.44053 0.03441 0.48220
N 0.92687 1.20872 1.10790
N -0.49534 0.49583 -0.73746
N 1.91811 -0.37412 -0.05455
N 0.36354 -2.14680 -0.09990
N 0.25262 1.38266 -1.47374
H -2.59638 0.57499 -1.48918
H 2.99337 1.20103 0.61524
H -1.48427 -1.03533 2.00120
H -1.72002 0.67759 2.38643
H 2.65980 -0.80204 -0.58762
H 0.92250 -2.61135 -0.85015
H -0.52931 -2.60667 0.00334
H 0.16218 2.36500 -1.31754
H -0.02672 1.14298 -2.36795
*
```



<x> is preferred energetically. Next in line: 1.980 eV higher.



<w>
Molecular formula: C4H5BrN2
Method: DFT, the ωB97M-V functional and the def2-TZVPD basis

**Kohn-Sham gap**: 0.342 hartree

Geometry as ORCA input:
```
! wB97M-V def2-TZVPD RIJCOSX def2/J DEFGRID3
* xyz 0 1
C -0.73702 1.12417 -1.43293
C 0.40623 0.36677 -1.16664
C -1.09394 0.31912 0.52315
C 0.94092 -0.99885 0.87530
N -1.54613 1.19897 -0.30443
N 0.13592 -0.12244 0.08993
Br -1.71876 -0.06541 2.15783
H -1.06467 1.60698 -2.30714
H 1.24017 0.17909 -1.75961
H 0.42978 -1.67429 1.50000
H 1.60417 -1.57968 0.25515
H 1.40332 -0.35445 1.56941
*
```



<x>
Molecular formula: C4H5BrN2
Method: DFT, the ωB97M-V functional and the def2-TZVPD basis

**Kohn-Sham gap**: 0.284 hartree

Geometry as ORCA input:
```
! wB97M-V def2-TZVPD RIJCOSX def2/J DEFGRID3
* xyz 0 1
C -0.19755 0.47744 -1.52459
C -0.86538 1.62063 -0.98141
C 0.85418 -0.30666 0.48608
C 0.37574 -1.19383 1.43442
N 0.53448 -0.34309 -0.86114
N -0.98600 1.79176 0.29342
Br -1.85630 3.18074 0.99223
H -0.19939 0.38445 -2.56685
H -1.59264 2.20006 -1.65615
H 1.72920 0.50307 0.74925
H -0.46889 -1.87371 1.30854
H 0.76293 -1.08043 2.51053
*
```



<w> is preferred energetically. Next in line: 2.807 eV higher.



<w>
Molecular formula: BrH2IO2Si
Method: DFT, the ωB97M-V functional and the def2-TZVPD basis

**Kohn-Sham gap**: 0.348 hartree

Geometry as ORCA input:
```
! wB97M-V def2-TZVPD RIJCOSX def2/J DEFGRID3
* xyz 0 1
O -0.68214 1.67068 -4.45405
O -0.99482 -0.29250 -2.26386
Si -1.09145 0.99925 -3.05922
Br -1.68930 -0.44018 2.85611
I -1.75604 3.01614 -1.85019
H -0.24825 1.23919 -5.19444
H -1.24829 -1.71852 3.16540
*
```



<x>
Molecular formula: BrH2IO2Si
Method: DFT, the ωB97M-V functional and the def2-TZVPD basis

**Kohn-Sham gap**: 0.309 hartree

Geometry as ORCA input:
```
! wB97M-V def2-TZVPD RIJCOSX def2/J DEFGRID3
* xyz 0 1
O -1.28743 -0.49915 -0.04440
O 0.41168 0.93595 1.25105
Si 0.09878 0.32318 -0.15904
Br 1.71087 -2.02269 -0.84865
I 0.04344 2.13958 -1.78035
H -1.17524 -1.40020 -0.44170
H 0.19791 0.52333 2.02307
*
```



<x> is preferred energetically. Next in line: 1.222 eV higher.



<w>
Molecular formula: C6H8
Method: DFT, the ωB97M-V functional and the def2-TZVPD basis

**Kohn-Sham gap**: 0.333 hartree

Geometry as ORCA input:
```
! wB97M-V def2-TZVPD RIJCOSX def2/J DEFGRID3
* xyz 0 1
C 0.57828 1.20642 0.48528
C 1.04589 0.12007 -0.44976
C 0.16112 -1.11587 -0.19368
C -0.82156 -0.74816 0.88880
C -0.87933 0.70687 0.37264
C -0.23022 -0.07796 -1.17475
H 0.70516 2.21679 0.09016
H 0.98301 1.16797 1.50608
H 2.02122 0.00864 -0.90970
H 0.50865 -2.10416 -0.47242
H -1.78388 -1.25811 0.80532
H -0.45642 -0.83979 1.92101
H -1.35973 0.84406 -0.62940
H -0.47219 -0.12677 -2.23957
*
```



<x>
Molecular formula: C6H8
Method: DFT, the ωB97M-V functional and the def2-TZVPD basis

**Kohn-Sham gap**: 0.320 hartree

Geometry as ORCA input:
```
! wB97M-V def2-TZVPD RIJCOSX def2/J DEFGRID3
* xyz 0 1
C 1.56924 -0.71876 -0.62410
C 1.50981 0.72556 -0.71609
C 0.62765 -1.17926 0.52091
C 0.73206 1.35195 0.54775
C -0.04054 0.16808 0.23888
C -1.23698 0.32834 -0.62172
H 1.93107 -1.40804 -1.36242
H -0.08609 -2.03682 0.25348
H 1.03771 -1.40936 1.49331
H 1.42077 1.47779 1.45205
H 0.50409 2.27599 0.24895
H -1.93554 1.00307 0.03008
H -1.72476 -0.62782 -0.90112
H -1.05684 0.83404 -1.53342
*
```



<x> is preferred energetically. Next in line: 0.145 eV higher.



<w>
Molecular formula: C6H8
Method: DFT, the ωB97M-V functional and the def2-TZVPD basis

**Kohn-Sham gap**: 0.368 hartree

Geometry as ORCA input:
```
! wB97M-V def2-TZVPD RIJCOSX def2/J DEFGRID3
* xyz 0 1
C -1.93069 -1.09654 -1.19291
C -0.94965 -1.16132 -0.38628
C 0.30292 -1.03461 0.43735
C 1.10724 0.13068 0.51208
C -0.07265 1.23726 0.86169
C 0.66485 1.03293 -0.59714
H -2.69489 -1.81041 -2.09568
H 0.77473 -1.99854 -0.16361
H 0.09150 -1.30786 1.36747
H 1.99779 0.24079 1.04454
H -1.18621 0.78658 0.93079
H 0.26644 2.20324 1.49052
H 0.33138 0.83384 -1.51983
H 1.29723 1.94395 -0.68899
*
```



<x>
Molecular formula: C6H8
Method: DFT, the ωB97M-V functional and the def2-TZVPD basis

**Kohn-Sham gap**: 0.369 hartree

Geometry as ORCA input:
```
! wB97M-V def2-TZVPD RIJCOSX def2/J DEFGRID3
* xyz 0 1
C -0.37882 0.07889 -2.88883
C -0.49347 -0.49171 -1.81717
C -0.87506 -0.49149 -0.42672
C 0.22121 -0.56770 0.64170
C 0.12298 0.30350 1.86512
C 1.15326 0.59379 0.81108
H -0.16421 -0.02279 -3.91553
H -1.20656 0.51009 -0.97238
H -1.77764 -1.05358 -0.15283
H 0.67769 -1.55030 0.82059
H 0.46256 -0.08755 2.82221
H -0.73822 0.96102 1.92851
H 0.99162 1.44445 0.15656
H 2.19656 0.39459 1.03905
*
```



<y>
Molecular formula: C6H8
Method: DFT, the ωB97M-V functional and the def2-TZVPD basis

**Kohn-Sham gap**: 0.319 hartree

Geometry as ORCA input:
```
! wB97M-V def2-TZVPD RIJCOSX def2/J DEFGRID3
* xyz 0 1
C 2.96887 -0.32705 -0.75267
C 1.80064 -0.19549 -0.48146
C 0.42646 -0.17761 -0.12194
C -0.22539 1.02063 0.55627
C -1.58361 0.38333 0.78985
C -0.39208 -1.09863 -0.73567
H 3.98599 -0.40605 -1.05371
H -1.13779 -0.57879 1.10299
H 0.19418 1.43395 1.47620
H -0.18536 1.82446 -0.20422
H -2.18850 0.65678 1.63335
H -2.20550 0.42967 -0.12156
H -0.25468 -1.29240 -1.78669
H -1.20325 -1.67279 -0.30074
*
```



<x> is preferred energetically. Next in line: 0.303 eV higher.